Density functional theory data (ωB97M-V/def2-TZVPD) for 14 unconnected molecules or ions with the total composition C35H65N5O23 in a non-equilibrium geometry.

Charge = -6
Electronic energy = -3376.9161 hartree
2S+1 = 1
Frontier orbital gap = 6.54 eV
Highest occupied orbital energy = 1.10 eV

```
128
Properties=species:S:1:pos:R:3:forces:R:3
C 12.22230 20.96142 15.74268 0.8958 -1.6522 -1.1790
C 13.43223 20.48609 16.52168 2.2656 0.2418 -0.8792
N 14.05755 19.16870 16.03496 0.0737 -0.1051 -0.7396
C 14.78544 18.21977 16.74171 -0.9273 1.1055 2.3717
C 15.24749 17.28837 15.89826 0.1023 0.1784 -0.8212
N 14.86120 17.67007 14.60209 -1.1540 2.0208 1.7092
C 14.14290 18.84701 14.73990 0.2542 -1.3865 0.3323
C 15.09423 16.92216 13.38992 1.6153 0.4883 -0.7660
H 11.85212 21.76050 16.30151 -0.7302 1.5740 0.6044
H 11.44072 20.22444 15.65178 -0.3439 -0.5109 0.3373
H 12.48410 21.21771 14.70872 0.0384 0.3522 0.4010
H 13.28984 20.44094 17.59570 0.0546 -0.4843 0.0979
H 14.27768 21.22551 16.32454 -1.0901 -0.7773 0.4362
H 14.82469 18.33377 17.84860 0.1895 -0.1562 -0.9984
H 15.87714 16.44455 16.15278 -0.2193 0.0892 -0.4482
H 13.66085 19.48134 14.00134 0.4475 -0.2833 -0.5765
H 15.05148 17.64581 12.52507 -0.1814 -0.9154 0.7958
H 14.43698 16.07240 13.33983 -0.6487 -0.0825 -0.2895
H 16.11717 16.47528 13.47183 -0.6631 0.5789 -0.2088
C 4.45934 18.87111 10.27364 -0.1393 1.0303 1.1403
C 3.81806 17.91464 9.33014 0.3711 -0.8927 -1.1919
O 2.92623 18.16848 8.53764 -0.4287 0.7359 0.2983
N 4.42361 16.70781 9.26220 -1.1865 0.7111 -0.6104
H 5.05856 16.49930 9.96135 1.3444 -0.7526 1.2774
H 22.32334 14.01721 8.48600 0.9527 0.2623 -1.4839
C 4.05482 15.73372 8.27376 1.5461 -0.4821 -0.1483
H 4.90270 18.39976 11.16796 -0.2904 -0.0411 -0.3945
H 3.69393 19.59467 10.61870 0.5632 -0.2682 -0.2756
H 5.28979 19.40626 9.78481 -0.4814 -0.1163 -0.0316
H 3.14744 15.19205 8.50897 -0.1769 -0.0844 -0.0153
H 4.92720 15.05490 8.19737 -0.7149 -0.0507 0.1262
H 4.00426 16.21354 7.30482 -0.4307 0.1580 -0.1455
C 21.15921 12.99994 12.30082 0.3405 1.0699 0.4189
C 21.12190 12.94065 10.78667 -0.2949 -1.0893 0.5902
O 21.59454 13.87334 10.14434 0.3265 -0.2444 -0.5321
N 20.55321 11.81943 10.23258 0.7398 1.4767 -0.1610
H 20.31469 11.05337 10.83644 -0.0252 -0.3567 0.0206
H 13.40800 12.87335 13.64621 0.2748 0.2826 -0.4797
C 20.60466 11.60229 8.79395 0.1550 -0.0750 -0.1306
H 20.91314 12.03764 12.71972 0.3133 -0.3132 0.3810
H 20.41920 13.71515 12.69601 -0.0326 -0.2107 -0.4847
H 22.12550 13.46296 12.67784 -0.9500 -1.0306 -0.6741
H 21.51302 11.11174 8.45744 0.5575 0.2417 0.2153
H 20.46967 12.52795 8.24471 0.1229 0.1823 0.1464
H 19.85706 10.92757 8.43524 -0.8858 -0.3916 0.3652
C 7.19218 14.31615 15.87568 2.1538 -0.5647 0.6282
C 6.42375 13.99115 17.15512 0.6565 0.5253 0.5734
O 6.73673 14.42909 18.30035 -0.2039 -0.7267 -1.5861
N 5.37742 13.19905 16.91614 -0.8189 -0.3514 0.2207
H 5.12417 12.77212 16.00681 0.6545 0.4420 -0.1326
H 8.53588 14.98047 18.32441 0.8563 0.9942 -0.2385
C 4.47719 12.62038 17.91052 0.7460 1.0398 0.4290
H 7.52877 13.38310 15.40420 -0.2875 -0.0309 0.1618
H 8.15283 14.90414 15.96018 -1.3546 -0.3527 0.4828
H 6.55867 14.76814 15.16945 -0.9179 0.7365 -0.8710
H 4.88537 11.63871 18.15430 -0.5603 -0.1227 0.2497
H 3.51613 12.60800 17.42722 -0.4243 -0.6271 -0.0865
H 4.36231 13.24881 18.81544 0.4742 -0.3071 -0.4531
C 20.63527 15.69256 8.22232 1.3415 0.5610 0.6385
C 21.62788 15.20658 7.19307 0.9943 -0.2676 -1.0577
O 21.61898 15.56576 6.04420 -0.2696 0.4656 -0.4170
O 22.60440 14.30144 7.53046 -2.0247 0.1677 2.7376
H 19.84832 16.27541 7.68327 0.4324 -0.9413 0.7528
H 21.20192 16.39871 8.92837 -0.8207 -0.9272 -0.9311
H 20.43778 14.79472 8.84725 -0.9205 1.0874 -0.4323
C 12.67434 19.12483 21.17459 -1.6817 -0.3410 -1.2284
C 14.05734 19.46313 20.69265 1.7799 -0.7481 2.2421
O 14.95777 19.29065 21.61142 -1.3544 0.5543 -2.0795
O 14.16944 19.84396 19.51490 0.5125 0.1334 -0.5451
H 12.55457 18.08220 21.43572 0.3442 -0.3607 0.2872
H 11.87667 19.30062 20.41648 0.5758 0.1502 0.2719
H 12.45004 19.71198 22.02831 -0.2439 0.5187 0.9986
C 12.58837 11.72514 16.48170 -0.1938 1.2257 -1.1230
C 12.49714 12.10450 15.03191 0.0623 1.2488 -0.5961
O 11.49260 12.13518 14.35815 0.7771 -0.4703 0.4904
O 13.68159 12.64442 14.54030 -1.1829 -0.8842 0.5919
H 11.99772 10.85202 16.62806 -0.2377 -0.6578 0.4553
H 12.14550 12.58688 16.98616 -0.1646 -0.2095 0.2809
H 13.61614 11.68748 16.75891 0.6353 -0.4901 0.4194
C 15.11572 22.00757 11.27630 1.3677 -0.3497 0.8300
C 14.43146 20.90502 12.12224 1.3290 -0.1146 -1.0832
O 13.81703 21.33113 13.10470 -1.0134 0.0309 1.1852
O 14.61029 19.70590 11.76797 -0.2654 0.5479 0.3025
H 16.00333 22.46614 11.80051 -1.0590 -0.4106 -0.0208
H 14.44183 22.79728 11.00736 -0.4120 0.3481 -0.1761
H 15.56329 21.52664 10.43761 0.0709 -0.1790 -1.0506
C 21.26664 19.24174 16.44445 0.7614 0.7941 0.8528
C 22.61409 19.16045 15.71819 0.7185 -0.4626 0.8731
O 22.60881 18.65058 14.60314 -0.1976 -0.4283 -1.8020
O 23.64162 19.50343 16.37155 -0.2748 0.4411 0.2119
H 21.56843 19.50808 17.45696 -0.6058 0.2775 0.2037
H 20.75890 18.30387 16.48432 -0.2368 -0.8393 -0.2179
H 20.57957 19.96100 16.01199 0.0074 0.2645 -0.0748
C 11.62721 16.06635 18.36337 -0.7027 1.2062 -0.7559
C 10.45455 15.17209 18.66690 0.6873 0.6068 -0.1136
O 10.59037 14.15398 19.29005 -0.3898 -0.7955 0.3605
O 9.32274 15.61752 18.13696 -1.2744 -1.0422 0.3487
H 11.29080 17.09674 18.08659 0.3760 -0.9581 -0.0816
H 12.20563 15.59348 17.57474 -0.0799 0.1504 -0.4246
H 12.31780 16.16558 19.16782 0.2435 -0.1362 0.9419
C 5.14454 11.06763 12.44079 -0.1291 1.3211 -0.9800
C 4.43987 11.94505 13.52330 1.0472 -2.5011 -0.4864
O 4.37410 11.39451 14.67690 -0.0831 1.2369 -0.2087
O 4.04717 13.00806 13.07794 -0.9882 1.9002 0.6464
H 5.33441 11.67081 11.50015 -0.2841 -0.6103 1.0818
H 4.51465 10.23369 12.17155 -0.1246 -0.4646 0.0427
H 6.08743 10.73732 12.81397 0.6660 -0.5675 0.2718
C 3.73657 25.21168 5.70434 -0.7695 1.3498 4.1538
C 2.85757 26.41564 5.32039 -0.7744 -0.2473 1.9705
O 2.40411 26.36844 4.17279 -0.4392 0.6659 -1.1164
O 2.63397 27.24971 6.26375 0.2712 -0.5065 -1.2449
H 4.02772 24.68260 4.86700 0.7450 -1.3384 -1.4410
H 3.25972 24.58665 6.56762 0.4626 0.8074 -1.8701
H 4.53172 25.72330 6.27430 0.4262 -0.6088 -0.5171
C 22.07501 7.39550 9.26967 -0.3844 0.8651 -1.0541
C 21.14238 7.93534 10.37301 -1.6255 -0.6643 -0.7232
O 21.70419 8.20642 11.42041 1.5172 0.6573 2.0689
O 19.91244 8.09068 10.14734 0.3891 -0.0913 -0.8299
H 23.01366 7.03893 9.65968 0.2760 -0.1532 0.3102
H 22.28723 8.31450 8.68399 0.1153 -0.4983 -0.0175
H 21.64929 6.66660 8.57054 -0.1908 0.1203 0.2400
C 10.53640 7.62494 6.97242 -0.6770 -0.1077 -0.5509
C 10.41096 7.39394 5.40617 0.5249 0.0273 0.3704
O 9.42839 6.74504 4.99739 -0.6817 -0.2468 0.2721
O 11.33959 7.84242 4.70411 0.3256 0.3441 0.1238
H 11.56753 7.54302 7.29929 0.1612 -0.1343 -0.0132
H 9.88478 6.91330 7.49177 0.2458 -0.0355 -0.0223
H 10.18764 8.61754 7.27879 0.0440 0.0333 -0.3196
```
Forces are in eV/Å.

Mulliken atomic charge list, values in e, 99 entries: number 1, C, carries -1.21; number 2, C, carries -0.03; number 3, N, carries 0.28; number 4, C, carries -0.35; number 5, C, carries -0.65; number 6, N, carries 0.26; number 7, C, carries -0.30; number 8, C, carries -0.76; number 9, H, carries 0.46; number 10, H, carries 0.33; number 11, H, carries 0.29; number 12, H, carries 0.34; number 13, H, carries 0.19; number 14, H, carries 0.40; number 15, H, carries 0.48; number 16, H, carries 0.47; number 17, H, carries 0.29; number 18, H, carries 0.28; number 19, H, carries 0.31; number 20, C, carries -0.99; number 21, C, carries 0.71; number 22, O, carries -0.65; number 23, N, carries -0.16; number 24, H, carries 0.20; number 25, H, carries 0.51; number 26, C, carries -0.86; number 27, H, carries 0.33; number 28, H, carries 0.28; number 29, H, carries 0.25; number 30, H, carries 0.25; number 31, H, carries 0.34; number 32, H, carries 0.30; number 33, C, carries -1.09; number 34, C, carries 0.66; number 35, O, carries -0.79; number 36, N, carries -0.15; number 37, H, carries 0.23; number 38, H, carries 0.32; number 39, C, carries -0.90; number 40, H, carries 0.37; number 41, H, carries 0.26; number 42, H, carries 0.29; number 43, H, carries 0.26; number 44, H, carries 0.31; number 45, H, carries 0.39; number 46, C, carries -1.11; number 47, C, carries 0.91; number 48, O, carries -0.87; number 49, N, carries -0.02; number 50, H, carries 0.20; number 51, H, carries 0.39; number 52, C, carries -0.95; number 53, H, carries 0.34; number 54, H, carries 0.27; number 55, H, carries 0.36; number 56, H, carries 0.28; number 57, H, carries 0.31; number 58, H, carries 0.30; number 59, C, carries -0.48; number 60, C, carries 0.59; number 61, O, carries -0.62; number 62, O, carries -0.52; number 63, H, carries 0.27; number 64, H, carries 0.27; number 65, H, carries 0.12; number 66, C, carries -0.88; number 67, C, carries 0.50; number 68, O, carries -0.79; number 69, O, carries -0.63; number 70, H, carries 0.23; number 71, H, carries 0.22; number 72, H, carries 0.33; number 73, C, carries -0.58; number 74, C, carries 0.65; number 75, O, carries -0.55; number 76, O, carries -0.45; number 77, H, carries 0.31; number 78, H, carries 0.01; number 79, H, carries 0.29; number 80, C, carries -1.14; number 81, C, carries 0.70; number 82, O, carries -0.74; number 83, O, carries -0.74; number 84, H, carries 0.24; number 85, H, carries 0.30; number 86, H, carries 0.36; number 87, C, carries -0.74; number 88, C, carries 0.54; number 89, O, carries -0.69; number 90, O, carries -0.77; number 91, H, carries 0.25; number 92, H, carries 0.22; number 93, H, carries 0.20; number 94, C, carries -0.71; number 95, C, carries 0.63; number 96, O, carries -0.63; number 97, O, carries -0.43; number 98, H, carries 0.21; number 99, H, carries 0.21